C10H13BrOS as an isolated structure at a distorted geometry. Source: the Open Molecules 2025 dataset; level of theory: ωB97M-V with the def2-TZVPD basis set.

XYZ file:
```
26
Properties=species:S:1:pos:R:3:forces:R:3:nbo_charge:R:1
C 0.779 -0.915 -0.279 1.788 1.784 -0.644 -0.588
H -2.150 4.673 -0.621 1.285 -0.709 1.262 0.230
C -0.910 0.687 0.632 -1.633 3.089 -0.827 -0.173
C -1.503 1.991 0.622 2.000 -0.885 1.046 -0.197
C -0.758 3.098 0.207 -0.617 -0.752 -0.590 -0.045
C -1.418 4.417 0.239 0.179 2.826 0.234 -0.630
H 1.791 -0.700 -0.708 -0.705 -1.026 -0.172 0.217
H -1.517 -0.109 0.970 -0.134 -0.994 0.429 0.231
H -2.369 2.294 1.198 -0.499 -0.756 -0.263 0.211
H 2.072 -3.161 -0.733 -0.006 -1.664 -0.129 0.236
H 1.731 -4.942 -1.454 -0.964 2.013 1.685 0.265
C 0.523 2.960 -0.303 1.447 -1.898 -0.607 -0.207
C 0.082 -3.535 -0.642 -0.860 0.908 1.637 -0.027
H -1.969 4.624 1.219 0.754 -0.302 -1.303 0.220
H -0.563 -3.843 1.969 -0.457 -1.214 0.177 0.442
C 0.290 0.522 -0.027 0.162 -1.070 -0.052 -0.070
C 1.452 -4.115 -0.645 1.863 0.666 0.790 -0.759
C 1.029 1.625 -0.485 1.263 0.082 -0.765 -0.187
O -0.203 -3.099 1.517 1.046 0.959 -2.734 -0.961
H 0.861 -1.599 0.530 0.339 0.311 1.617 0.288
S -0.353 -1.912 -1.224 -0.283 -1.184 -0.603 0.390
Br -1.233 -4.780 -0.954 -0.928 -0.519 -0.283 0.179
H 2.060 1.353 -1.049 -2.475 1.095 1.469 0.215
H -0.517 5.126 0.170 -1.730 -0.277 0.115 0.213
H 1.619 -4.475 0.425 -0.064 0.111 -1.607 0.288
H 1.176 3.816 -0.575 -0.771 -0.595 0.119 0.219
```
Forces are in eV/Å.

Properties
LUMO energy (alpha / beta) ... -0.67 / -0.67 eV
ΔE to the lowest compared entry with this formula, charge and spin ... 3.6457 eV
Spin multiplicity ... 1
E ... -93501.98838 eV